[1]
C6H11NO | wB97M-V/def2-TZVPD

```
19
Properties=species:S:1:pos:R:3:mulliken_charge:R:1
H -1.6410 -2.1523 -0.8850 0.336
H 0.3438 2.4393 0.0889 0.432
H 0.6082 -1.1229 -1.4576 0.348
O -2.2016 0.3729 -0.7207 -0.625
C -0.5417 1.8385 0.2899 -0.302
C -1.0147 0.6778 -0.7941 0.311
C 2.1474 0.3227 0.2428 -1.268
C 0.7841 -0.2445 0.4436 0.133
N -1.3298 2.1696 1.2071 -0.687
H -1.3338 -1.8813 0.8067 0.304
H -2.1608 1.5636 1.2097 0.299
H 2.8806 -0.3837 0.6445 0.359
H 2.3667 0.4666 -0.8151 0.359
H 2.2841 1.2703 0.7625 0.388
H -0.3248 -3.0489 -0.1157 0.394
C 0.0982 -0.9762 -0.5090 -0.017
H -0.5252 1.0375 -1.7149 0.289
H 0.4039 -0.2590 1.4586 0.291
C -0.8438 -2.0900 -0.1422 -1.342
```

Calculated values
**ΔE to the lowest compared entry with this formula, charge and spin**: 373.3 kJ/mol
**LUMO energy**: 0.11 eV
**Multiplicity**: 1

---

[2]
H5N3S | wB97M-V/def2-TZVPD

```
9
Properties=species:S:1:pos:R:3:mulliken_charge:R:1
H -1.2840 0.8895 0.7881 0.217
H 0.2619 1.3918 0.6237 0.239
H -0.9642 2.1680 1.5342 0.208
N 0.2074 -0.9877 -1.1390 -0.149
H 0.8018 -1.2047 -1.8848 0.243
N 0.5861 -1.1995 0.0548 -0.162
S 1.9500 -1.6988 0.5558 -0.219
N -0.6882 1.7217 0.7079 -0.655
H -0.8707 -1.0803 -1.2408 0.277
```

Calculated values
**SMILES string**: NN=S.N
**ΔE to the lowest compared entry with this formula, charge and spin**: 68.8 kJ/mol
**LUMO energy**: -0.19 eV
**Multiplicity**: 1

---

[3]
C2H9O3 | wB97M-V/def2-TZVPD

```
14
Properties=species:S:1:pos:R:3:mulliken_charge:R:1
O -1.0716 0.9049 -0.0064 -0.596
H -2.0742 1.3473 -2.2017 0.243
H -2.2098 -0.6436 -0.6911 0.230
H 2.0399 0.7667 1.4473 0.159
O 2.2450 -1.7779 1.8249 -0.675
H 1.7502 -0.9353 1.6323 0.443
C -1.4072 0.4852 -2.3321 -1.012
C -1.2893 -0.1017 -0.9293 -0.162
O 1.1178 0.6816 1.2047 -1.158
H -0.4535 0.8801 -2.6808 0.258
H -1.7910 -0.2281 -3.0762 0.310
H -0.4848 -0.8481 -0.9213 0.228
H 1.5907 -2.4838 1.7549 0.294
H -0.1881 0.7576 0.4684 0.438
```

Calculated values
**Charge**: -1
**ΔE to the lowest compared entry with this formula, charge and spin**: 38.3 kJ/mol
**LUMO energy**: 4.17 eV
**Multiplicity**: 1

---

[4]
C10H17N3O6 | wB97M-V/def2-TZVPD

```
36
Properties=species:S:1:pos:R:3:mulliken_charge:R:1
C -0.8779 0.3666 0.0938 0.213
H -2.3336 -1.4670 0.1864 0.160
O -1.6169 1.2621 -3.1802 -0.601
O 0.0446 2.6222 -3.7559 -0.626
C 1.5836 1.5810 -1.6513 -0.837
O -0.8421 1.3598 0.7769 -0.685
H -0.6453 -2.9807 -0.2684 0.249
C 2.1494 3.0004 -1.4383 -0.562
C -0.4189 1.8084 -3.0223 0.251
O 0.5600 -3.0890 4.1579 -0.556
H 2.6866 3.1998 -0.4241 0.375
C 3.0357 3.6237 -2.4746 0.344
H -0.0981 -1.1100 2.1719 0.294
H 1.4415 3.9697 -1.2210 0.308
N -0.5324 0.3486 -1.1390 -0.547
H -2.5571 -4.0346 5.0635 0.365
H 2.1165 0.9081 -2.4461 0.339
H -1.5461 -0.7052 2.5527 0.787
C -1.1246 -1.4399 2.0084 -1.229
C -1.2572 -2.8012 2.5508 -0.121
H -0.4309 2.4119 -1.2615 0.140
N -0.4041 -2.0143 -0.3015 -0.610
O 4.1628 4.1056 -2.2547 -0.639
C -1.2291 -1.1602 0.5810 0.437
H 1.7075 3.0371 -3.5428 0.487
O 2.5416 3.4409 -3.6518 -0.450
H 1.8438 1.1072 -0.7059 0.356
H -1.1863 -3.4230 1.5280 0.000
C 0.1072 1.5951 -1.7107 1.076
N -1.3583 -4.0327 4.5788 -0.687
H -0.8197 -3.5826 5.5020 0.327
H 0.6020 -1.7582 -0.1201 0.202
H -2.2265 -3.0353 2.9334 0.228
H -0.5459 -0.6299 -1.5739 0.408
H -1.9675 0.7956 -2.3507 0.428
C -0.5639 -3.2801 3.8092 0.378
```

Calculated values
**ΔE to the lowest compared entry with this formula, charge and spin**: 628.6 kJ/mol
**LUMO energy**: 0.03 eV
**Multiplicity**: 1

---

[5]
C34H28N6O4 | wB97M-V/def2-TZVPD

```
72
Properties=species:S:1:pos:R:3:mulliken_charge:R:1
H -3.8934 4.5356 0.5601 0.444
H 6.0688 1.7169 -0.9267 0.411
N -1.7176 -1.0637 1.2044 1.898
C -2.0288 2.3248 2.3059 -0.100
C -1.5185 3.1262 -3.4179 -0.660
H -0.2975 -6.5721 0.8584 0.415
C -1.1900 2.8933 -2.0882 0.051
H -1.1684 -0.0637 2.9306 0.351
H -2.0240 4.5776 -4.9018 0.397
C -0.7401 -0.8871 0.2752 -1.451
C -2.0525 -0.1947 2.2989 -1.178
C 0.0347 -2.4703 -1.6434 -1.059
H 3.5134 -1.6882 -0.5598 0.567
C -2.5166 3.5426 1.8639 -0.961
C -1.1067 3.9682 -1.2152 -0.103
H -1.9375 1.0796 -1.2350 0.318
C 1.5185 -2.4916 1.9329 0.317
H 0.1478 -3.5562 -1.6130 0.406
H -2.1054 4.4590 2.2599 0.376
C 5.1713 1.1874 -1.2113 -0.464
N 0.9749 2.1888 -0.3909 -0.459
H 4.5096 2.7201 -2.5537 0.411
C -3.5655 1.1892 0.8570 -0.271
C 1.8837 -0.1632 2.1271 -1.372
C 0.5289 -3.5644 2.1634 0.620
C -1.4241 -4.4520 3.2380 -0.646
H -2.8287 -0.7151 2.8681 0.511
C -0.4853 -3.4466 3.1097 -0.116
C -0.8201 -2.0341 -0.5038 1.054
C 3.1469 1.0790 -2.4854 -0.688
H 5.5773 -0.4875 0.0603 0.442
H -0.4103 -2.1751 -2.6033 0.406
H -4.8203 2.4361 -0.3419 0.418
C 0.1334 0.2658 0.2489 -0.674
C -1.3606 -5.5715 2.4246 -0.453
N -1.8217 -2.7923 -0.0163 -0.496
C 3.7440 -0.7321 -1.0030 -0.245
O 1.3286 -1.8957 -1.5263 -0.236
O 0.8232 -0.4018 -3.1218 -0.734
C 4.2976 1.7518 -2.1268 -0.559
N -2.3487 -2.2051 0.9908 -0.961
H -2.1055 -6.3472 2.5192 0.403
H 1.9354 0.4602 3.0250 0.404
C -0.9925 1.4712 -1.6348 -0.330
H 2.4456 1.5062 -3.1862 0.446
H -1.8787 6.4828 -3.3380 0.400
H -0.8360 3.8083 -0.1844 0.608
C -1.3496 5.2536 -1.6663 -0.810
O 1.1132 -1.3126 2.4530 -0.180
N 1.7121 1.7750 0.5697 -1.017
C -4.0409 2.4073 0.4045 -0.714
N 0.0095 1.3162 -0.6105 2.518
C 1.2466 0.5909 1.0104 1.020
H 1.3984 -4.7714 0.6371 0.564
O 2.5542 -2.6294 1.3330 -0.662
H -2.2137 -4.3591 3.9683 0.415
C 4.8951 -0.0515 -0.6544 -0.642
H -1.2370 2.2945 3.0408 0.388
C -3.5207 3.5859 0.9115 -0.247
C 0.6008 -4.7009 1.3613 -0.665
C -1.7688 4.4106 -3.8658 -0.675
C 1.5885 -0.8128 -2.2758 0.537
C -1.6865 5.4789 -2.9892 -0.506
H 2.8984 -0.4633 1.8393 0.337
C -2.5562 1.1405 1.8119 0.567
H -0.7028 0.8580 -2.4967 0.211
H -3.9810 0.2665 0.4751 0.422
H -1.5759 2.2953 -4.1060 0.446
H -1.2752 6.0825 -0.9781 0.410
C -0.3457 -5.6979 1.4900 -0.552
H -0.5272 -2.5725 3.7411 0.432
C 2.8644 -0.1648 -1.9227 0.546
```

Calculated values
**SMILES string**: O=C(OCc1nnn(Cc2ccccc2)c1-c1c(COC(=O)c2ccccc2)nnn1Cc1ccccc1)c1ccccc1
**ΔE to the lowest compared entry with this formula, charge and spin**: 32.0 kJ/mol
**LUMO energy**: 0.50 eV
**Multiplicity**: 1

---

[6]
C27H50INO13 | wB97M-V/def2-TZVPD

```
92
Properties=species:S:1:pos:R:3:mulliken_charge:R:1
H 2.3328 3.3174 2.2497 0.336
H 4.7320 -3.5919 -0.1427 0.300
C -3.3591 -2.4828 5.6334 -0.255
O -2.2642 -1.7090 5.1376 -0.494
C 0.3355 2.4810 -2.8468 0.476
C -3.6052 -2.4068 7.1404 -0.499
O -2.5546 -3.0221 7.8760 -0.271
C -0.4560 -3.4450 5.0532 0.413
H -3.2841 -3.5139 5.2903 0.043
C 3.9866 4.5804 1.4410 0.157
C -0.4845 2.8190 -6.8005 -0.880
O 1.1276 -0.0945 -1.4237 -0.521
H 1.5635 -6.2966 4.2097 0.137
O 3.0380 -5.6960 2.8511 -0.286
C 2.4630 -6.5545 1.8741 -0.518
C -0.4346 5.0832 -6.0671 -0.369
H 2.6752 -5.0309 4.7443 0.189
H -4.6078 7.0662 -6.4841 0.409
H -4.2530 4.7460 -8.8023 0.377
C 2.1101 0.6059 -1.0794 0.155
H -5.7737 5.7273 -6.2284 0.280
C -1.1809 1.9779 -2.8048 -1.214
H -4.0808 6.4790 -8.4311 0.339
H 3.2603 -2.9247 -0.8559 0.392
H -0.2648 5.2057 -4.9907 0.224
O -1.2063 3.9013 -6.2339 -0.179
H 2.0259 2.5700 -3.8071 0.230
O 4.9246 1.0984 0.6073 -0.509
C 3.9345 -2.8598 0.0053 -0.718
H -1.8138 4.4028 -8.4507 0.048
O -3.8939 5.1310 -6.8380 -0.247
H -2.5216 -5.9610 5.1219 0.282
C -4.7300 6.0360 -6.1353 -0.848
C 2.7804 2.3754 0.3596 -0.132
H 3.2564 -6.7068 4.6378 0.306
H 2.7313 -5.2091 0.1819 0.004
H 4.3759 -1.8648 0.0668 0.158
H 1.8466 4.3326 0.8316 0.265
H -1.2014 2.1621 -7.2993 0.226
H -0.5152 -3.4717 3.9563 -0.296
H 0.5397 5.0045 -6.5597 0.393
H -1.8106 2.9117 -2.5561 0.305
O 3.9091 5.4851 2.3177 -0.497
C 0.9898 -3.8150 1.7852 0.168
H -0.0038 -3.3664 1.8885 0.465
O -1.3653 6.3807 -8.0019 -0.463
H -0.8527 -6.2585 4.5892 0.219
H -0.5573 7.1895 -6.3420 0.433
H 1.6458 -7.1600 2.2953 0.305
C 2.6050 -5.9616 4.1756 -0.531
H -1.0445 -2.5390 9.1552 0.240
C 3.6858 1.0793 0.3867 0.453
C 0.9714 3.2052 -1.5468 -0.656
H 1.5998 -6.5049 -0.0695 0.460
C -3.6949 5.4735 -8.2038 -0.492
H -2.1163 6.4704 -6.0659 0.124
H -0.2842 -1.3258 5.1226 0.461
H 1.9032 -1.8832 1.9897 0.297
H -2.1629 5.5866 -9.6751 0.424
H 0.0209 2.2577 -6.0121 0.237
H -2.6776 -2.4325 9.8496 0.283
C 2.7087 3.6904 1.2175 -0.260
H 1.2629 -4.1508 2.7847 -0.241
H -1.8809 -5.0543 3.7467 0.373
H -3.7496 -1.3627 7.4352 0.344
O 0.8075 -4.9336 0.9148 -0.540
C 1.9302 -2.7201 1.2812 -0.352
C -2.0765 -2.2410 8.9570 -0.844
C -2.2194 5.4024 -8.5970 -0.266
C 1.9574 2.1698 -0.8050 0.576
N 1.0545 2.2210 -3.9276 -0.565
H -2.0741 -1.1707 8.7235 0.405
H -4.5239 -2.9579 7.3724 0.388
H 1.7246 3.9468 -2.0430 0.295
H 0.5923 -3.5679 5.3455 0.292
H 0.2588 3.7622 -0.8843 0.505
C -0.9488 -2.0854 5.5483 -0.592
O 3.1674 0.0119 -0.3771 -0.102
H 3.2544 -7.2309 1.5347 0.402
I 5.8082 4.4128 0.3075 0.084
H -4.4460 6.0047 -5.0803 0.227
H 1.5813 -2.3566 0.3096 0.228
C -1.1722 6.3172 -6.5874 -0.427
H -0.8451 -1.9909 6.6279 0.150
O 3.2779 -3.1713 1.2228 -0.328
C -1.6216 -5.4928 4.7154 -0.788
O -1.1820 -4.5146 5.6448 -0.350
C 1.9379 -5.7718 0.6707 -0.222
H 0.2383 3.1532 -7.5532 0.441
H -4.2466 -2.0738 5.1394 0.432
H -1.3765 1.2392 -1.9467 0.308
H -1.5144 1.4617 -3.7677 0.286
```

Calculated values
**SMILES string**: [H]/N=C(/C)CC1=C(CC(=O)I)C(=O)OC1=O.COCCOCCOC.COCCOCCOC.COCCOCCOC
**LUMO energy**: -1.49 eV
**Multiplicity**: 1

---

[7]
C5H6N4OS | wB97M-V/def2-TZVPD

```
17
Properties=species:S:1:pos:R:3:mulliken_charge:R:1
C 1.8418 -0.2830 0.7150 -0.496
N 1.2670 -1.3096 -0.0113 -0.194
C -1.0692 -1.1225 0.2452 -0.227
N -1.3453 1.5452 0.2270 -0.481
C -2.4105 0.8087 0.2642 -0.181
H 2.9477 -0.0051 0.5891 0.339
C -0.1865 1.0671 0.3112 0.436
H 1.7143 -0.4320 1.8040 0.230
N -2.2453 -0.5974 0.4026 -0.130
C 0.0203 -1.5235 -0.5197 0.613
N 1.0548 0.9360 0.2682 -0.158
H 1.8942 -1.6466 -0.7143 0.272
O -0.2035 -2.0457 -1.6042 -0.652
H 1.2219 2.7863 -1.5343 0.135
S 2.1296 1.8197 -1.2267 -0.184
H -3.4411 1.0734 0.2766 0.389
H -3.1902 -1.0710 0.5074 0.289
```

Calculated values
**ΔE to the lowest compared entry with this formula, charge and spin**: 476.6 kJ/mol
**LUMO energy**: -0.90 eV
**Multiplicity**: 1

---

[8]
C20H32IrP4 | wB97M-V/def2-TZVPD

```
57
Properties=species:S:1:pos:R:3:mulliken_charge:R:1
C 0.0575 0.9048 3.6830 -1.286
H 2.7785 -2.1772 0.6573 0.601
H -3.0026 -4.6511 2.1667 0.466
H 3.9840 -1.8635 -4.0001 0.465
H 0.4848 1.9093 3.6453 0.476
H -1.2675 3.2851 -2.1834 0.476
C -2.3786 -3.0727 3.4830 -0.808
P 0.7589 2.1150 -1.6044 0.656
H -0.4211 0.7819 4.6569 0.510
H 4.0581 0.2219 0.6456 0.463
P -1.7173 -0.5344 -0.2696 0.481
C -3.2927 0.2304 -0.6719 -1.020
C 1.7614 -1.7809 0.6995 -1.344
H 1.0958 -2.3976 0.0988 0.361
C 1.8089 3.5618 -1.3871 -1.184
H 1.2164 4.4326 -1.1018 0.440
C 2.0401 0.9111 -3.8180 -0.698
C 3.3564 -1.0953 -3.5679 -0.757
C 2.8528 -0.0751 -4.3690 -0.811
C -2.4403 -2.8932 1.0774 -0.935
H 3.4482 -1.9466 -1.6087 0.428
H -3.3572 1.7377 2.0872 0.305
H -2.1192 -2.1984 -1.8887 0.600
P 1.8137 -0.1039 0.0899 0.479
C -1.9115 -1.7653 3.5775 -0.711
H 3.0409 0.6818 2.0302 0.395
C 2.2356 -0.1527 -1.6613 0.760
C -1.9738 -1.5840 1.1725 0.756
H -2.6500 -3.3509 0.1177 0.428
C -1.7139 -1.0193 2.4210 0.530
C 1.7358 0.8742 -2.4617 0.517
H -3.6268 0.9084 0.1089 0.214
H -3.2582 0.7614 -1.6243 0.395
C -1.2556 -1.5756 -1.6441 -1.344
H 1.4325 -1.8000 1.7402 0.380
Ir -0.1456 0.9671 0.2722 0.713
H -0.1684 3.1306 -3.5557 0.513
H -1.7061 -1.3472 4.5563 0.446
C -2.6019 1.7000 2.8681 -1.184
H -2.2941 2.7176 3.1141 0.441
H 2.2767 3.7458 -2.3563 0.461
H -2.5399 -3.6531 4.3820 0.457
H 1.6535 1.6955 -4.4583 0.447
C 3.1459 0.7448 0.9462 -1.020
H -4.0012 -0.5987 -0.7517 0.461
P -1.1826 0.6971 2.3960 0.657
H 0.8514 0.1679 3.5696 0.360
H 3.2208 1.7875 0.6496 0.213
H -3.0262 1.2270 3.7559 0.462
C -0.5860 2.6025 -2.6958 -1.287
C 3.0481 -1.1407 -2.2127 -0.933
H -1.0150 -0.9698 -2.5197 0.381
H 2.5829 3.4003 -0.6411 0.305
H 3.0969 -0.0448 -5.4229 0.457
C -2.6441 -3.6326 2.2373 -0.757
H -0.4026 -2.2032 -1.3934 0.361
H -1.1369 1.7269 -3.0362 0.360
```

Calculated values
**Charge**: +3
**ΔE to the lowest compared entry with this formula, charge and spin**: 27.6 kJ/mol
**LUMO energy**: -11.14 eV
**Multiplicity**: 1

---

[9]
C39H33CaN3O2P2 | wB97M-V/def2-TZVPD

```
80
Properties=species:S:1:pos:R:3:mulliken_charge:R:1
H 1.1527 -5.4890 -3.1458 0.432
C 2.1720 2.0283 -0.3481 -0.396
H 0.1962 1.4660 3.2432 0.510
H 0.0483 -4.0473 -1.4992 0.322
N -5.4355 -1.1692 3.6296 1.033
C -2.6942 -0.0027 4.1310 -0.749
N -1.4052 1.2030 1.9860 -0.466
H 2.2913 -0.6822 -2.9544 0.198
C -1.5105 -1.5973 -1.1560 1.051
C -3.4120 2.0423 -1.4866 -0.429
H 3.2477 -0.1536 2.1423 0.891
H 6.8863 3.6575 -0.2071 0.419
H 0.3422 -2.9729 0.7033 0.685
O -4.7449 -1.8891 4.3255 -0.581
C 0.8587 4.4881 -0.7286 -0.560
C -3.6040 -2.5886 -0.4576 -0.748
H 5.2862 -0.7752 1.2755 0.340
C 2.0142 2.9326 0.7106 0.471
H 2.4329 2.6913 1.6816 0.512
Ca -0.3992 1.4481 -0.1655 1.790
H 2.7893 -4.5342 -4.7367 0.415
C 5.2226 2.3079 -0.1452 -0.526
H -3.8592 -1.3452 -3.5961 0.494
C 1.3510 4.1453 0.5288 -0.963
C -1.4335 0.5066 4.2715 -1.114
H -3.1880 -0.4738 4.9659 0.588
H -2.8504 2.5402 -2.2700 0.497
H 8.3948 2.1360 1.0197 0.403
C -3.3975 1.0564 0.5993 -0.425
N -2.7314 1.6843 -0.4082 -0.754
C 4.7504 1.0692 0.2766 0.652
H 1.6256 0.3498 1.7862 -0.680
C -4.7458 0.7354 0.4887 1.621
C 1.6658 2.3875 -1.6053 -0.346
C -3.4224 -1.5884 -2.6362 -0.800
H 4.5792 2.9896 -0.6900 0.324
H -0.1171 -1.4525 1.4394 0.234
H 3.3451 -2.1294 -4.6504 0.447
C 6.9174 0.5926 1.2273 -0.741
C 2.0220 -1.7293 -3.0114 -0.320
C -0.8160 1.0856 3.1638 -0.362
H -4.1784 -3.1300 0.2836 0.518
H 0.6778 3.8903 -2.7875 0.526
H -0.9121 0.4584 5.2166 0.500
C -5.4376 1.1332 -0.6694 -0.448
P 0.2659 -1.1917 -0.9320 1.126
O -6.6405 -1.1332 3.6272 -0.572
C 6.5300 2.6911 0.1234 -0.747
H 2.7226 -2.2837 0.6819 0.343
H 0.3657 5.4397 -0.8768 0.457
C 0.5923 -1.9100 0.7378 -0.481
C -4.7770 1.8090 -1.6567 -0.959
C 1.0995 -2.2623 -2.1191 0.647
C 5.6133 0.2088 0.9571 -0.526
C 2.0097 -1.7188 1.2875 -1.587
C 1.3968 -4.4362 -3.1071 -0.724
H 1.7853 1.6987 -2.4349 0.240
H -6.4923 0.9047 -0.7646 0.518
H -1.5154 -0.7774 -3.1532 0.464
C -4.7215 -0.3152 2.6458 0.030
C -2.2768 -2.2607 -0.1971 -0.569
C 7.3770 1.8354 0.8115 -0.506
C 2.6284 -2.5465 -3.9561 -0.709
C -4.1760 -2.2557 -1.6748 -0.649
H -6.4312 -0.2984 1.4371 0.590
H 2.0272 -2.1689 2.2819 0.536
H -1.8460 -2.5591 0.7489 0.378
C 0.7843 -3.6201 -2.1722 -0.686
C 1.0308 3.6160 -1.8014 -0.543
C -5.3986 0.0081 1.5389 -0.939
H -5.1998 -2.5348 -1.8881 0.481
H 1.2389 4.8343 1.3558 0.495
C 2.3169 -3.8968 -4.0015 -0.532
C -2.1019 -1.2610 -2.3775 -0.696
C -2.6925 0.7611 1.8506 -0.249
H 7.5780 -0.0817 1.7555 0.419
C 2.4558 -0.2573 1.3993 -0.018
H -5.2737 2.1426 -2.5560 0.466
C -3.3609 0.1083 2.8906 1.202
P 3.1109 0.4359 -0.2022 0.837
```

Calculated values
**Charge**: +2
**ΔE to the lowest compared entry with this formula, charge and spin**: 36.1 kJ/mol
**LUMO energy**: -6.22 eV
**Multiplicity**: 1

---

no.,electronic energy (Ha),molar mass (Da)
1,-365.08930,113.160
2,-565.36686,79.128
3,-307.33196,81.091
4,-1006.81626,275.261
5,-1941.95226,584.636
6,-2389.00708,723.595
7,-886.34692,170.197
8,-2250.18213,588.589
9,-3180.57208,677.738